(1)
# C3H4Br6Cl2

C3H4Br6Cl2 as an isolated structure at a distorted geometry (ωB97M-V/def2-TZVPD, OMol25).

The geometry in XYZ format:
```
15
Properties=species:S:1:pos:R:3:forces:R:3
C 4.168 -3.262 1.297 1.36 -0.42 0.20
Br 6.120 -3.157 1.079 0.10 0.15 0.40
Br 3.445 -1.534 1.668 -0.17 -0.10 -0.34
Br 3.735 -4.482 2.778 0.04 0.35 -0.99
H 4.037 -3.648 0.281 -1.37 0.05 0.71
C -4.284 3.170 -1.250 1.95 -1.26 -1.28
Br -3.477 1.472 -2.000 -0.20 0.43 -0.14
Br -6.078 2.852 -0.952 -0.96 -0.07 0.91
Br -4.049 4.642 -2.408 0.21 0.52 -0.52
H -3.511 3.272 -0.506 -0.94 0.35 1.05
C 0.078 0.124 -0.094 2.29 0.47 -1.45
Cl -1.084 -1.047 0.185 -1.58 -2.46 0.59
Cl 0.007 1.336 1.139 0.33 0.99 0.74
H 1.138 -0.291 -0.183 -1.58 0.49 0.26
H -0.245 0.551 -1.034 0.53 0.51 -0.16
```
Forces are in eV/Å.

Energy above the lowest of the compared OMol25 structures with the same formula, charge and spin ... 6.9 kcal/mol
LUMO level ... -0.205 eV
Highest occupied orbital energy ... -10.3 eV
Orbital gap ... 10.093 eV

=====

(2)
# C21H15BrN5O2Tl

C21H15BrN5O2Tl as an isolated structure at a distorted geometry (ωB97M-V/def2-TZVPD, OMol25).

The geometry in XYZ format:
```
45
Properties=species:S:1:pos:R:3:forces:R:3
Tl -8.471 -12.233 -9.371 0.26 -0.39 0.53
N -2.225 -18.579 -6.913 -0.69 -0.11 -0.19
C -3.259 -18.525 -7.746 -0.04 -0.93 -1.06
N -4.522 -18.344 -7.407 -0.93 0.23 0.27
C -4.805 -18.251 -6.131 1.14 0.12 0.17
N -6.122 -18.017 -5.592 -1.52 -0.01 -1.32
N -7.098 -18.119 -6.308 3.30 0.31 1.31
C -8.300 -18.132 -6.610 -1.41 0.02 -0.62
C -9.142 -19.283 -6.234 0.38 -0.44 1.73
C -10.380 -19.385 -6.833 1.98 1.45 -0.89
C -11.219 -20.279 -6.284 -2.15 -1.90 -0.71
C -10.897 -21.013 -5.187 0.63 1.28 0.44
C -9.682 -20.756 -4.557 -0.20 -0.31 -0.04
N -8.757 -19.990 -5.098 -0.26 1.58 -1.30
C -3.787 -18.310 -5.150 -1.53 -0.72 0.99
C -4.109 -18.354 -3.757 0.35 1.40 -0.71
C -3.096 -18.426 -2.855 -0.31 -0.17 1.72
C -1.765 -18.643 -3.286 -0.68 1.22 -0.02
C -1.448 -18.591 -4.617 1.45 -0.91 0.70
C -2.464 -18.481 -5.550 1.02 -0.07 -0.95
H -1.313 -18.843 -7.317 -0.43 0.34 0.57
H -3.120 -18.820 -8.792 0.44 0.53 0.33
H -8.668 -17.220 -7.158 0.48 -0.86 0.57
H -10.567 -18.770 -7.713 -0.38 -0.24 0.29
H -12.151 -20.523 -6.755 -0.46 0.33 -0.18
H -11.642 -21.591 -4.723 -0.61 -0.98 0.46
H -9.563 -21.172 -3.563 0.75 -0.10 -0.12
H -5.108 -18.037 -3.499 -0.08 -0.43 0.31
H -3.332 -18.274 -1.762 0.42 -0.43 -1.36
H -0.965 -18.632 -2.571 0.18 -0.37 0.29
H -0.376 -18.763 -4.824 -0.80 0.30 -0.57
Br -4.035 -9.672 -6.208 -0.49 -1.96 0.31
C -4.460 -11.571 -5.820 0.51 -0.71 0.01
C -3.728 -12.301 -4.866 0.38 3.12 -0.53
C -4.024 -13.569 -4.523 0.55 -2.14 1.38
C -5.064 -14.204 -5.169 0.35 -0.96 1.21
C -5.749 -13.564 -6.184 -0.25 -3.41 1.04
C -5.416 -12.309 -6.511 -0.60 3.89 -2.10
C -6.835 -14.392 -6.821 -1.82 -0.43 -0.40
O -7.079 -15.592 -6.474 1.03 1.72 -0.43
O -7.562 -13.760 -7.658 -0.01 0.03 -0.53
H -2.959 -11.749 -4.381 0.66 0.14 0.51
H -3.439 -14.119 -3.705 -0.92 1.04 -1.29
H -5.340 -15.192 -4.771 -0.16 0.45 -0.71
H -5.962 -11.804 -7.347 0.47 -0.52 0.85
```
Forces are in eV/Å.

LUMO level ... -8.392 eV
Highest occupied orbital energy ... -13.0 eV
Net charge ... +2
Orbital gap ... 4.654 eV

=====

(3)
# C24H25I2N2O2PRuS

C24H25I2N2O2PRuS as an isolated structure (ωB97M-V/def2-TZVPD, OMol25).

The geometry in XYZ format:
```
58
Properties=species:S:1:pos:R:3:forces:R:3
Ru 0.941 -0.472 0.677 0.64 0.03 0.51
I -0.454 -3.079 1.467 -0.09 -0.08 0.00
C -0.759 -2.619 3.435 0.00 0.00 -0.01
I 0.455 0.839 2.991 -0.03 0.04 -0.06
H 0.100 -2.317 4.010 -0.03 0.02 -0.02
H -1.757 -2.716 3.830 0.04 -0.03 -0.01
O 2.319 1.767 0.103 -0.01 -0.07 0.01
C 1.153 1.480 0.024 0.05 0.02 -0.02
C 0.063 2.396 -0.363 0.01 0.01 -0.02
C 0.336 3.744 -0.577 -0.02 0.03 -0.01
C -0.706 4.603 -0.883 0.01 -0.03 0.00
C -2.005 4.115 -0.970 -0.01 -0.03 0.00
C -2.273 2.767 -0.768 -0.02 0.04 0.00
C -1.233 1.899 -0.470 -0.03 -0.02 -0.05
P -1.428 0.114 -0.238 0.00 -0.14 -0.28
C -1.333 -0.585 -1.915 -0.07 0.01 0.00
C -1.690 -1.924 -2.092 -0.02 0.01 0.04
C -1.486 -2.548 -3.311 0.00 0.00 -0.01
C -0.915 -1.847 -4.366 0.00 -0.01 0.00
C -0.561 -0.518 -4.200 -0.01 0.01 0.03
C -0.768 0.114 -2.980 0.00 0.00 0.03
C -3.119 -0.151 0.339 0.00 0.00 0.07
C -4.190 -0.345 -0.532 0.02 0.00 0.01
C -5.469 -0.519 -0.024 0.00 0.00 0.00
C -5.682 -0.495 1.348 -0.01 0.00 0.00
C -4.618 -0.301 2.218 0.01 0.01 -0.01
C -3.337 -0.134 1.717 -0.01 -0.02 -0.04
H 1.353 4.102 -0.484 0.00 0.00 0.00
H -0.511 5.654 -1.043 0.00 0.00 0.00
H -2.818 4.793 -1.198 -0.01 0.00 0.00
H -3.287 2.395 -0.839 0.00 0.01 0.00
H -2.138 -2.478 -1.275 0.00 0.00 0.00
H -1.771 -3.584 -3.438 0.00 0.00 0.00
H -0.755 -2.337 -5.317 0.00 0.00 0.00
H -0.131 0.036 -5.025 0.00 0.01 0.00
H -0.498 1.157 -2.868 0.00 0.02 0.01
H -4.027 -0.366 -1.602 0.00 0.00 -0.01
H -6.300 -0.671 -0.699 0.00 0.00 0.00
H -6.681 -0.631 1.740 0.00 0.00 0.00
H -4.787 -0.282 3.287 0.00 0.00 0.00
H -2.502 0.013 2.392 0.01 0.00 0.02
C 2.947 -0.331 -2.020 0.01 -0.10 0.05
C 1.949 -1.006 -1.142 -0.29 -0.28 -0.13
O 1.535 -2.127 -1.222 0.07 0.47 0.00
H 3.125 -0.936 -2.907 0.01 0.00 0.00
H 3.867 -0.225 -1.441 -0.02 0.02 0.00
H 2.609 0.670 -2.279 -0.02 0.00 -0.01
C 6.546 -0.772 3.040 0.01 0.00 -0.01
N 5.394 -1.471 2.500 -0.12 -0.05 0.00
C 4.213 -0.903 2.248 0.09 -0.01 0.05
N 4.097 0.406 2.428 -0.01 -0.05 -0.05
S 2.924 -1.915 1.735 -0.09 0.05 -0.08
H 7.372 -1.472 3.110 -0.01 0.00 0.01
H 6.341 -0.378 4.038 0.00 0.00 -0.01
H 6.853 0.042 2.381 0.01 0.00 -0.01
H 5.433 -2.469 2.377 0.01 0.02 -0.01
H 4.860 0.968 2.763 0.02 0.01 0.01
H 3.203 0.849 2.290 -0.12 0.06 -0.02
```
Forces are in eV/Å.

Multiplicity ... 6
Energy above the lowest of the compared OMol25 structures with the same formula, charge and spin ... 0.0 kcal/mol
LUMO level (spin up / spin down) ... -2.873 / -4.580 eV
Highest occupied orbital energy (spin up / spin down) ... -9.4 / -11.0 eV
Net charge ... +1
⟨S²⟩ ... 8.78
Orbital gap (spin up / spin down) ... 6.511 / 6.469 eV

=====

(4)
# C2H5IS

One molecule with the formula C2H5IS at a distorted geometry (ωB97M-V/def2-TZVPD, OMol25).

The geometry in XYZ format:
```
9
Properties=species:S:1:pos:R:3:forces:R:3
S -1.807 -0.138 0.558 -0.01 -0.58 0.67
C -0.267 -0.549 -0.349 -0.27 0.23 1.48
C 0.844 0.296 0.285 -0.73 2.59 -1.68
I 2.886 -0.367 0.397 -0.57 -0.05 -0.22
H -2.314 0.704 -0.292 -0.40 0.80 -0.73
H -0.431 -0.208 -1.361 0.18 -0.95 -0.35
H -0.228 -1.608 -0.109 0.55 -0.17 -0.86
H 0.535 0.614 1.284 0.46 -0.21 -0.14
H 0.781 1.256 -0.412 0.79 -1.66 1.82
```
Forces are in eV/Å.

SMILES ... SCCI
Energy above the lowest of the compared OMol25 structures with the same formula, charge and spin ... 9.2 kcal/mol
LUMO level ... 0.392 eV
Highest occupied orbital energy ... -9.3 eV
Orbital gap ... 9.718 eV

=====

Number 1: energy -16481.112943 hartree. Number 2: energy -3979.355536 hartree. Number 3: energy -2619.074303 hartree. Number 4: energy -775.051758 hartree.